No. 1
DFT (ωB97M-V/def2-TZVPD) results for 10 unconnected molecules or ions with the total composition C60H56BF9IN3O2P2.

Element x y z (Å)
C  2.46  -0.16  -2.25
P  1.48  0.78  -3.51
C  2.15  0.09  -5.09
C  -0.11  -0.24  -3.40
C  -0.82  -0.15  -4.67
N  -1.39  -0.02  -5.66
C  -1.05  0.15  -2.21
C  -0.34  0.94  -1.21
N  0.22  1.55  -0.41
B  -2.22  1.13  -2.79
N  -1.87  2.41  -3.34
O  -3.52  0.70  -2.67
P  -1.71  -1.32  -1.20
O  -0.36  -2.24  -1.05
I  -2.86  -2.60  -2.94
H  2.67  0.48  -1.39
H  3.39  -0.51  -2.69
H  1.90  -1.03  -1.91
H  3.13  -0.36  -4.90
H  2.28  0.89  -5.81
H  1.52  -0.69  -5.52
H  0.19  -1.29  -3.29
H  -1.87  2.48  -4.35
H  -0.99  2.77  -2.99
H  -4.01  0.60  -3.50
H  -0.17  -2.81  -1.80
F  2.53  3.26  5.19
C  1.88  3.96  4.23
C  1.57  5.28  4.47
C  0.90  5.99  3.48
C  0.56  5.37  2.28
C  0.89  4.03  2.07
C  1.56  3.32  3.05
H  1.84  5.74  5.41
H  0.65  7.02  3.65
H  0.04  5.92  1.52
H  0.63  3.54  1.14
H  1.83  2.28  2.91
F  2.94  -3.46  -1.56
C  3.97  -3.35  -0.68
C  4.89  -4.38  -0.62
C  5.94  -4.27  0.28
C  6.05  -3.16  1.10
C  5.10  -2.14  1.02
C  4.05  -2.24  0.12
H  4.78  -5.24  -1.27
H  6.68  -5.06  0.34
H  6.86  -3.08  1.81
H  5.18  -1.28  1.67
H  3.30  -1.46  0.04
F  -5.30  -4.35  -4.65
C  -6.39  -4.76  -3.95
C  -7.62  -4.20  -4.25
C  -8.72  -4.62  -3.53
C  -8.59  -5.59  -2.54
C  -7.34  -6.13  -2.27
C  -6.23  -5.72  -2.98
H  -7.69  -3.44  -5.02
H  -9.70  -4.20  -3.74
H  -9.46  -5.91  -1.98
H  -7.23  -6.89  -1.50
H  -5.25  -6.14  -2.79
F  2.87  8.02  4.96
C  3.83  8.59  4.19
C  4.16  7.98  3.00
C  5.15  8.57  2.21
C  5.78  9.73  2.63
C  5.42  10.32  3.84
C  4.43  9.75  4.63
H  3.66  7.07  2.70
H  5.42  8.11  1.27
H  6.54  10.18  2.01
H  5.91  11.23  4.16
H  4.13  10.19  5.57
F  -6.75  -9.33  -2.98
C  -6.67  -9.67  -4.29
C  -6.79  -8.68  -5.24
C  -6.71  -9.04  -6.58
C  -6.51  -10.37  -6.94
C  -6.39  -11.34  -5.96
C  -6.47  -11.00  -4.61
H  -6.95  -7.66  -4.93
H  -6.80  -8.28  -7.34
H  -6.45  -10.64  -7.98
H  -6.24  -12.38  -6.23
H  -6.38  -11.74  -3.83
F  -3.53  6.69  7.42
C  -2.45  5.96  7.76
C  -1.73  5.34  6.77
C  -0.62  4.59  7.13
C  -0.25  4.48  8.47
C  -1.00  5.11  9.44
C  -2.11  5.87  9.10
H  -2.03  5.44  5.73
H  -0.04  4.09  6.37
H  0.62  3.89  8.74
H  -0.72  5.03  10.49
H  -2.71  6.38  9.84
F  8.47  10.99  3.49
C  9.44  11.55  2.73
C  9.78  10.94  1.54
C  10.77  11.52  0.76
C  11.39  12.69  1.17
C  11.02  13.29  2.36
C  10.03  12.72  3.16
H  9.29  10.02  1.25
H  11.05  11.05  -0.18
H  12.16  13.14  0.55
H  11.50  14.20  2.69
H  9.73  13.17  4.09
F  8.64  -6.68  -0.16
C  7.92  -7.78  0.13
C  8.26  -8.52  1.24
C  7.51  -9.65  1.54
C  6.44  -10.01  0.73
C  6.12  -9.25  -0.38
C  6.86  -8.12  -0.69
H  9.10  -8.22  1.85
H  7.76  -10.24  2.41
H  5.85  -10.89  0.97
H  5.29  -9.53  -1.01
H  6.62  -7.50  -1.55
F  -11.30  -5.47  -0.38
C  -12.15  -4.71  -1.11
C  -12.93  -5.33  -2.07
C  -13.80  -4.55  -2.82
C  -13.87  -3.18  -2.61
C  -13.07  -2.58  -1.64
C  -12.20  -3.35  -0.88
H  -12.86  -6.40  -2.22
H  -14.42  -5.01  -3.57
H  -14.54  -2.57  -3.20
H  -13.11  -1.52  -1.48
H  -11.56  -2.92  -0.12

* total charge: 0
* LUMO level: 0.002 hartree
* SMILES: CP(C)[C@H](C#N)[C@@](C#N)(B(N)O)P(O)I.Fc1ccccc1.Fc1ccccc1.Fc1ccccc1.Fc1ccccc1.Fc1ccccc1.Fc1ccccc1.Fc1ccccc1.Fc1ccccc1.Fc1ccccc1
* frontier orbital gap: 9.05 eV
* HOMO: -9.00 eV

***

No. 2
DFT (ωB97M-V/def2-TZVPD) results for a molecular structure, C60H57O4P4PtSeSi at a distorted geometry.

Element x y z (Å)
Pt  -0.97  -0.21  0.60
C  1.31  -3.29  5.61
C  0.53  -2.31  6.20
C  -0.03  -1.30  5.42
C  0.19  -1.28  4.04
C  0.96  -2.28  3.46
C  1.52  -3.28  4.24
P  -0.35  0.05  2.92
C  -1.68  0.92  3.80
C  -2.68  0.20  4.47
C  -3.74  0.85  5.06
C  -3.85  2.23  4.97
C  -2.88  2.96  4.29
C  -1.80  2.31  3.71
C  1.06  1.22  3.03
C  1.78  1.40  4.21
C  2.86  2.26  4.24
C  3.23  2.95  3.09
C  2.51  2.77  1.92
C  1.41  1.91  1.87
Si  0.41  1.66  0.27
C  1.76  1.75  -1.05
C  1.76  2.83  -1.93
C  2.86  3.11  -2.74
C  3.98  2.29  -2.68
C  3.99  1.19  -1.85
C  2.89  0.91  -1.04
P  2.84  -0.65  -0.12
C  3.00  -1.82  -1.50
C  1.85  -1.93  -2.30
C  1.89  -2.62  -3.49
C  3.08  -3.21  -3.90
C  4.23  -3.12  -3.12
C  4.19  -2.40  -1.93
C  4.26  -0.72  0.97
C  4.49  -1.88  1.71
C  5.52  -1.93  2.63
C  6.31  -0.80  2.85
C  6.06  0.37  2.14
C  5.04  0.41  1.20
C  -0.68  3.19  0.21
C  -0.26  4.52  0.35
C  -1.19  5.53  0.52
C  -2.55  5.24  0.57
C  -2.98  3.93  0.40
C  -2.04  2.93  0.21
P  -2.47  1.21  -0.24
C  -4.22  1.06  0.21
C  -5.26  1.24  -0.70
C  -6.57  1.09  -0.29
C  -6.86  0.75  1.02
C  -5.83  0.56  1.93
C  -4.51  0.71  1.53
C  -2.41  1.36  -2.08
C  -1.84  0.34  -2.83
C  -1.74  0.44  -4.21
C  -2.19  1.58  -4.85
C  -2.75  2.61  -4.12
C  -2.86  2.51  -2.74
H  1.74  -4.08  6.22
H  0.36  -2.31  7.27
H  -0.61  -0.52  5.89
H  1.12  -2.27  2.39
H  2.11  -4.06  3.77
H  -2.61  -0.88  4.52
H  -4.50  0.28  5.59
H  -4.68  2.75  5.44
H  -2.97  4.03  4.20
H  -1.04  2.88  3.20
H  1.50  0.86  5.11
H  3.42  2.40  5.16
H  4.08  3.61  3.11
H  2.81  3.32  1.03
H  0.89  3.47  -1.98
H  2.84  3.96  -3.39
H  4.85  2.52  -3.29
H  4.86  0.54  -1.83
H  0.93  -1.46  -1.95
H  1.00  -2.73  -4.10
H  3.11  -3.77  -4.82
H  5.14  -3.60  -3.44
H  5.08  -2.32  -1.31
H  3.87  -2.76  1.58
H  5.71  -2.84  3.18
H  7.12  -0.84  3.57
H  6.67  1.25  2.32
H  4.86  1.33  0.66
H  0.80  4.76  0.36
H  -0.85  6.55  0.64
H  -3.27  6.03  0.71
H  -4.04  3.70  0.43
H  -5.04  1.50  -1.73
H  -7.37  1.23  -1.00
H  -7.89  0.62  1.33
H  -6.05  0.29  2.96
H  -3.71  0.55  2.23
H  -1.46  -0.53  -2.30
H  -1.30  -0.37  -4.77
H  -2.10  1.66  -5.93
H  -3.10  3.51  -4.62
H  -3.28  3.33  -2.18
C  -4.23  -2.01  -1.41
C  -3.87  -2.41  0.02
P  -2.08  -2.35  0.38
C  -1.93  -3.34  1.93
C  -3.02  -4.36  2.27
C  -1.30  -3.35  -0.93
C  -1.80  -4.79  -1.07
H  -5.30  -2.16  -1.58
H  -3.69  -2.61  -2.14
H  -4.01  -0.96  -1.61
H  -4.23  -3.42  0.21
H  -4.37  -1.75  0.74
H  -1.83  -2.62  2.74
H  -0.96  -3.84  1.86
H  -3.97  -3.86  2.49
H  -2.73  -4.92  3.16
H  -3.19  -5.08  1.47
H  -0.24  -3.35  -0.71
H  -1.43  -2.80  -1.87
H  -1.64  -5.34  -0.15
H  -1.23  -5.30  -1.85
H  -2.86  -4.84  -1.33
O  1.53  -4.09  0.94
Se  2.51  -4.52  -0.23
O  1.90  -5.07  -1.58
O  1.54  -0.85  0.59
O  4.06  -4.69  0.08

* total charge: +1
* LUMO level: -0.139 hartree
* frontier orbital gap: 5.89 eV
* HOMO: -9.66 eV

***

No. 3
DFT (ωB97M-V/def2-TZVPD) results for a molecular structure, C60H58F6N4O4PtSSi at a distorted geometry.

Element x y z (Å)
Pt  0.02  1.49  0.04
C  -5.36  0.81  5.53
C  -4.19  0.06  5.49
C  -3.25  0.30  4.51
C  -3.44  1.29  3.55
C  -4.61  2.06  3.62
C  -5.55  1.82  4.61
C  -2.43  1.49  2.48
C  -1.09  1.55  2.87
C  -0.64  1.74  4.22
C  0.71  1.63  4.22
C  1.10  1.39  2.86
N  0.00  1.39  2.06
C  2.42  1.20  2.46
C  2.84  1.21  1.14
C  4.21  1.11  0.71
C  4.20  1.12  -0.64
C  2.83  1.22  -1.06
C  2.43  1.27  -2.38
C  3.41  0.81  -3.41
C  3.60  -0.57  -3.54
C  4.47  -1.08  -4.48
C  5.17  -0.21  -5.31
C  5.00  1.16  -5.18
C  4.12  1.67  -4.24
C  1.13  1.54  -2.79
N  0.04  1.64  -1.98
C  -1.05  1.75  -2.79
C  -2.38  1.71  -2.38
C  -3.41  1.57  -3.45
C  -4.30  2.59  -3.76
C  -5.25  2.41  -4.75
C  -5.34  1.20  -5.43
C  -4.46  0.17  -5.12
C  -3.50  0.36  -4.14
C  -2.80  1.67  -1.06
C  -4.17  1.54  -0.66
C  -4.19  1.44  0.69
C  -2.83  1.54  1.14
N  -2.00  1.67  0.06
C  -0.62  1.80  -4.16
C  0.72  1.66  -4.16
N  2.03  1.28  0.05
C  3.40  0.83  3.53
C  4.51  1.61  3.83
C  5.42  1.19  4.79
C  5.23  -0.01  5.45
C  4.12  -0.79  5.17
C  3.19  -0.36  4.23
H  -6.11  0.60  6.28
H  -4.02  -0.72  6.23
H  -2.35  -0.31  4.47
H  -4.75  2.88  2.93
H  -6.45  2.43  4.66
H  -1.28  1.96  5.06
H  1.38  1.73  5.05
H  5.06  1.06  1.36
H  5.04  1.09  -1.32
H  3.05  -1.23  -2.88
H  4.61  -2.15  -4.57
H  5.85  -0.60  -6.06
H  5.57  1.84  -5.81
H  3.99  2.74  -4.12
H  -4.24  3.53  -3.23
H  -5.94  3.21  -5.00
H  -6.09  1.06  -6.20
H  -4.52  -0.78  -5.64
H  -2.80  -0.44  -3.89
H  -5.01  1.51  -1.33
H  -5.05  1.30  1.32
H  -1.29  1.91  -5.00
H  1.38  1.64  -5.01
H  4.65  2.56  3.32
H  6.28  1.81  5.02
H  5.95  -0.35  6.19
H  3.96  -1.73  5.69
H  2.33  -0.96  4.00
C  -1.04  4.64  -0.70
C  0.23  4.70  0.16
O  0.84  3.51  0.44
C  1.25  5.58  -0.60
F  2.36  5.84  0.12
F  0.75  6.77  -0.98
F  1.65  4.95  -1.72
C  -0.16  5.37  1.51
F  -0.75  6.57  1.36
F  -1.03  4.58  2.16
F  0.89  5.56  2.32
H  -0.78  4.18  -1.65
H  -1.45  5.63  -0.86
H  -1.76  4.01  -0.18
C  -1.18  -2.65  -3.48
C  -0.42  -3.83  -2.88
C  1.06  -3.74  -3.24
C  -1.00  -5.15  -3.38
O  -0.60  -3.85  -1.46
Si  0.03  -3.10  -0.17
S  -0.30  -1.02  -0.58
O  1.58  -3.56  -0.02
C  2.62  -3.41  0.94
C  3.32  -2.09  0.68
C  3.57  -4.58  0.70
C  2.07  -3.45  2.36
O  -0.77  -3.57  1.15
C  -2.13  -3.45  1.61
C  -2.31  -2.10  2.30
C  -3.11  -3.59  0.46
C  -2.31  -4.59  2.61
H  -1.09  -2.67  -4.57
H  -0.77  -1.71  -3.11
H  -2.23  -2.70  -3.20
H  1.19  -3.74  -4.32
H  1.60  -4.59  -2.81
H  1.49  -2.83  -2.83
H  -0.98  -5.20  -4.47
H  -2.04  -5.24  -3.04
H  -0.43  -5.98  -2.96
H  3.74  -2.09  -0.33
H  4.12  -1.92  1.40
H  2.60  -1.28  0.74
H  3.85  -4.61  -0.35
H  3.08  -5.52  0.96
H  4.48  -4.47  1.31
H  1.34  -2.65  2.50
H  2.87  -3.34  3.09
H  1.55  -4.40  2.53
H  -2.08  -1.29  1.61
H  -1.63  -2.03  3.15
H  -3.34  -1.99  2.65
H  -2.96  -2.79  -0.28
H  -4.14  -3.53  0.83
H  -2.97  -4.55  -0.05
H  -1.52  -4.54  3.36
H  -2.25  -5.55  2.10
H  -3.28  -4.51  3.11

* total charge: 0
* LUMO level (alpha / beta): -0.058 / -0.058 hartree
* frontier orbital gap (alpha / beta): 5.66 / 5.66 eV
* HOMO (alpha / beta): -7.25 / -7.25 eV

***

no.,electronic energy (a.u.)
1,-4538.8292
2,-6797.0990
3,-4247.6421